Entry 1:
10
Properties=species:S:1:pos:R:3:forces:R:3 method="wB97M-V/def2-TZVPD" max_force_ha_per_bohr=0.048 spin_multiplicity=3 charge=+3 homo_lumo_gap_ev="6.983 / 7.931" relative_energy_kj_mol=233.7 s2=2.005
C -1.383584 0.176055 -0.610663 -0.422 0.223 0.698
Tm 1.201603 0.770235 1.757809 0.290 2.250 0.138
C -0.921387 -0.551971 0.604766 1.024 0.801 -1.054
H -0.627763 0.199089 -1.397046 0.507 -0.349 0.056
H -1.584827 1.209039 -0.328350 -0.451 -0.003 -0.186
H -2.239687 -0.330286 -1.046508 -0.558 -0.122 -0.039
C 2.848291 1.278844 -1.366631 0.902 0.426 -1.993
O 2.442568 1.082997 -0.328870 -0.956 -0.459 2.100
Li 0.958618 -2.172517 1.766561 -0.361 -2.466 0.072
O -0.693836 -1.661483 0.948929 0.025 -0.301 0.208

Entry 2:
49
Properties=species:S:1:pos:R:3:forces:R:3 method="wB97M-V/def2-TZVPD" max_force_ha_per_bohr=0.016 spin_multiplicity=3 charge=+1 homo_lumo_gap_ev="6.857 / 7.020" relative_energy_kj_mol=53.1 s2=2.020
H 5.306995 2.013486 -1.846922 0.071 -0.054 0.008
H -1.557461 -4.864901 0.232588 -0.006 0.007 -0.024
H 1.675785 -2.819254 0.622810 -0.025 0.014 0.023
H -0.569216 0.639318 4.775662 0.018 0.017 -0.013
H -1.794728 0.735167 -1.366352 -0.152 0.068 -0.088
O -1.350551 2.891625 -1.570510 -0.040 -0.011 0.226
H -2.776412 -2.356113 -3.006386 0.009 -0.010 0.015
H -0.195318 0.948407 -3.387628 -0.040 0.026 0.013
O -2.459155 2.290179 0.403643 0.038 0.193 -0.134
H 1.807213 -3.825981 2.068820 -0.015 0.000 0.011
O -2.749728 4.667329 -0.413703 0.035 -0.065 0.002
H 1.106524 3.733394 -2.070505 0.011 0.014 0.010
H -2.480285 0.135898 -2.759555 -0.114 -0.039 0.078
W -0.478807 1.589784 -0.137446 -0.396 0.495 0.258
H -0.453660 -0.759159 -3.744107 0.011 0.017 -0.004
O -0.569890 3.685746 0.426673 -0.251 -0.152 -0.146
C -1.647814 -3.878859 -0.208611 0.014 -0.028 0.034
H 4.896764 0.611139 -0.997770 0.063 -0.007 -0.036
H 1.062560 2.790694 4.715754 -0.022 -0.004 -0.016
C -0.158665 1.126267 3.904891 0.081 0.009 0.211
C 0.684266 2.236276 3.873074 -0.081 0.002 -0.055
H 1.516358 3.329763 2.116262 -0.003 -0.004 -0.008
H -1.575400 -1.057130 2.425843 0.012 0.096 -0.009
N 0.374665 1.585771 1.742422 -0.155 0.163 0.004
C 1.176105 -3.591632 1.211955 0.040 -0.056 -0.092
C -2.331375 -2.481559 -2.026399 0.014 -0.094 0.031
C -1.248150 -1.535451 -0.102527 0.081 0.208 0.347
H -0.690922 -3.910833 2.247136 0.011 -0.010 0.007
H -0.072457 -2.289015 2.352693 0.065 -0.132 -0.070
N 3.109890 3.028650 -1.864829 -0.355 -0.243 0.212
C -0.355375 -0.031675 -2.937947 0.025 -0.007 -0.002
C -1.084632 -2.800590 0.472780 0.006 -0.133 -0.042
C -0.343388 0.731926 2.583048 0.113 -0.073 -0.148
C 1.796741 3.001720 -1.685305 0.206 0.091 -0.335
C 0.953980 2.508514 2.531503 0.061 -0.047 0.085
C -0.982754 -0.305968 1.916980 -0.171 -0.055 0.323
N 3.476224 1.936542 -1.214151 0.536 0.374 -0.184
N -0.846398 -0.347876 0.605008 -0.029 -0.131 -0.442
C -2.294570 -3.729218 -1.422266 -0.015 0.040 -0.028
H -2.737826 -4.585696 -1.911761 0.011 0.005 0.001
H 0.526547 -0.318752 -2.362763 0.012 -0.004 0.043
S -1.921669 3.541779 -0.281815 0.178 0.011 0.038
N 1.428730 1.924517 -0.976360 0.774 -0.107 0.173
H 1.104344 -4.484557 0.589805 -0.011 0.014 0.006
C -0.206774 -3.122785 1.667254 -0.001 -0.011 0.042
C -1.638360 -0.084006 -2.101643 0.137 -0.163 -0.080
N 2.544993 1.263805 -0.656349 -0.401 -0.287 -0.044
N 4.810515 1.619292 -1.055707 -0.333 0.080 0.006
C -1.787461 -1.385979 -1.377288 -0.019 -0.018 -0.208

Entry 3:
97
Properties=species:S:1:pos:R:3:forces:R:3 method="wB97M-V/def2-TZVPD" max_force_ha_per_bohr=0.008 smiles="O=S1(=O)C[C@H](CCCO)[C@H](O)CO1.CCOC(=O)C(F)(F)F.CCOC(=O)C(F)(F)F.CCOC(=O)C(F)(F)F.CCOC(=O)C(F)(F)F.CCOC(=O)C(F)(F)F" spin_multiplicity=1 charge=0 homo_lumo_gap_ev=10.159
H 2.027830 6.119559 2.351703 -0.019 0.020 0.061
C -2.444730 0.104759 6.314803 -0.047 -0.009 0.052
O -6.624184 -5.462114 1.290080 -0.063 -0.049 0.000
C 0.149738 5.226819 -0.266123 -0.148 0.280 -0.013
F -3.573003 -4.327607 -4.850310 0.053 0.048 0.020
C 0.840302 0.002091 -6.269684 0.032 -0.063 -0.231
C -5.920299 -5.157431 -1.036766 -0.169 -0.125 -0.028
C -1.554758 2.331890 4.411998 -0.150 -0.105 -0.081
C -6.342609 -6.722897 1.565423 -0.020 0.026 0.057
H 1.390428 -1.851644 -7.196406 -0.002 0.033 -0.020
C 0.622179 1.119719 -2.744865 0.036 0.056 0.001
H 4.453331 0.162301 -2.432371 -0.030 0.076 0.010
F -3.032301 -2.229559 -4.879506 0.017 -0.057 -0.017
O -1.427377 4.234968 1.381476 -0.059 -0.096 -0.258
H -0.659790 -4.860968 -1.063653 -0.018 0.020 0.034
F -8.655501 -7.044958 2.052558 0.047 -0.023 0.021
O -1.176908 -2.799750 -2.824396 0.005 -0.045 -0.076
C -5.699611 -4.780233 0.408203 0.191 0.188 -0.087
F -4.809482 -0.214472 6.301280 0.046 -0.029 0.020
C -3.675885 -0.662790 6.853786 -0.001 -0.020 -0.005
F -0.423164 0.343021 -2.436826 0.028 0.072 -0.021
F -7.283636 -8.615744 2.632093 -0.011 0.076 0.002
O -1.458342 -0.449554 5.929617 0.019 -0.011 -0.017
O 7.608696 -1.147809 -0.748911 0.017 -0.009 -0.016
O 3.132394 3.819001 3.983511 -0.089 -0.066 -0.011
H -1.582794 -2.533771 -0.807818 -0.036 -0.056 -0.044
C -2.611496 -3.461908 -4.556963 -0.006 0.040 0.042
H -0.657567 1.912388 6.338817 -0.027 -0.070 -0.020
C 0.002647 -3.996939 -1.043143 -0.039 -0.081 -0.123
H 0.387749 -3.883177 -0.030182 0.010 0.011 0.003
H 3.726651 5.670016 2.308536 0.012 -0.047 -0.010
C 2.472853 2.844843 0.474204 -0.139 -0.122 -0.040
H 0.016654 0.219333 -6.945103 -0.029 0.015 0.054
O -5.400657 -7.359157 1.196905 0.008 -0.022 -0.011
O 2.800701 3.948392 -1.582185 0.038 0.071 0.004
F -1.538967 -3.742590 -5.309401 -0.050 -0.025 -0.009
H 3.466695 4.436531 -2.079076 -0.114 -0.030 0.012
O -2.667762 1.403250 6.388848 -0.048 -0.028 -0.021
H 1.709516 0.579428 -6.582968 0.029 0.004 0.114
C -7.423904 -7.299630 2.510389 0.010 -0.014 0.001
H 4.894658 1.343030 -0.258324 0.001 -0.052 0.031
C 6.277621 -2.689039 0.549258 0.014 -0.013 -0.014
F -3.566770 -1.961998 6.594403 -0.008 0.074 0.022
C 2.706185 5.424269 0.388364 -0.320 -0.069 0.070
H -0.064761 -1.872419 -1.425197 -0.037 -0.040 -0.046
C 5.656790 0.729829 -0.734751 0.002 0.253 -0.047
H 0.342951 4.174378 -0.462429 0.008 0.036 0.069
H 1.209914 6.953072 0.387785 0.145 0.137 -0.141
F 6.271622 -2.477850 1.872149 -0.005 -0.019 -0.054
H 6.195808 0.008746 -2.693030 0.033 0.045 0.012
H 5.439052 1.605469 -2.677808 -0.015 0.015 0.011
C -1.599465 2.264217 5.918874 0.181 0.165 0.014
H -1.505725 6.135943 0.769236 0.025 0.086 0.086
C 5.422156 0.614716 -2.223319 0.003 -0.169 -0.012
C -0.724785 -2.735986 -1.448095 0.106 0.079 0.235
H -0.778917 3.616580 1.739371 -0.007 0.119 0.098
C 1.299676 0.656292 -4.055187 -0.093 -0.022 -0.039
F -3.768061 -0.502342 8.182524 -0.004 -0.008 -0.056
H 1.384963 2.841904 0.498137 0.033 0.067 -0.050
C -2.262857 -3.514065 -3.050467 0.012 0.058 -0.036
H 0.841084 -4.186206 -1.713897 0.025 0.026 0.031
O 2.973066 2.768948 1.824466 0.235 0.144 -0.036
S 2.376379 3.876666 2.780098 -0.245 0.128 0.092
H -0.432394 5.571045 -1.123309 0.035 -0.099 -0.056
H -0.787207 3.038160 4.097512 -0.076 -0.027 0.087
O -2.932313 -4.102644 -2.253353 0.010 0.014 0.014
C 1.128363 -1.479213 -6.206456 -0.035 -0.090 0.139
H -0.145430 5.780596 1.831253 0.045 0.015 -0.036
H 1.695463 6.416703 -1.209905 -0.048 -0.042 -0.038
H 4.177610 3.944415 -0.047384 -0.026 -0.078 0.056
F 1.490028 1.062720 -1.732492 -0.082 -0.055 -0.074
O 5.535980 -0.552015 -0.078466 -0.032 -0.071 0.000
F 7.205760 -3.597118 0.269216 -0.056 0.053 0.028
F 0.192126 2.379130 -2.863686 -0.002 -0.061 0.029
H 2.796349 1.943181 -0.033425 0.092 -0.041 0.110
F -7.308361 -6.746273 3.726657 -0.016 -0.029 -0.051
H -5.901321 -3.724635 0.575263 -0.052 -0.026 0.045
O 0.381377 0.490919 -4.984730 -0.027 0.047 0.051
F 5.082243 -3.181697 0.199466 0.056 0.011 0.014
H 3.526176 6.088732 0.102153 -0.044 0.103 0.075
H -1.833622 3.234062 6.351415 -0.045 -0.030 0.018
C 1.435393 6.065280 -0.212453 -0.005 -0.314 0.206
C 6.573464 -1.364497 -0.193944 -0.020 -0.007 0.059
H -5.251177 -4.577034 -1.669260 0.002 -0.006 0.007
H 0.249785 -2.020365 -5.855612 -0.004 0.008 -0.050
H 6.633043 1.156244 -0.504004 0.035 -0.097 -0.018
C 2.736226 5.404677 1.938785 0.386 -0.007 -0.100
H -5.715787 -6.213868 -1.205653 0.057 0.013 0.025
H -2.516680 2.657234 4.013459 0.032 0.056 0.011
H 1.954996 -1.691796 -5.529912 0.034 0.031 -0.043
O 2.481607 0.501248 -4.153581 0.044 0.011 0.029
H -6.951554 -4.957654 -1.331139 0.016 0.052 0.011
H -1.315459 1.358984 3.982967 0.039 -0.001 0.035
H -4.681431 -4.994480 0.731780 -0.029 -0.084 0.002
O 0.949055 3.707248 2.809651 0.167 -0.044 0.024
C -0.731262 5.400811 0.987686 -0.078 -0.171 0.011
C 3.094737 4.054146 -0.198232 0.251 0.089 -0.207